Entry 1:
{"formula": "C53H47N12O3P2SSr", "method": "wB97M-V/def2-TZVPD", "energy_ev": -109991.99528, "e_lumo_ev": -2.8281, "gap_ev": 6.85, "e_above_lowest_kcal_mol": 147.6, "max_force_ev_per_a": 8.7, "homo_energy_ev": -9.68, "charge": 1, "elements": ["C", "H", "H", "C", "H", "H", "P", "H", "H", "C", "C", "C", "C", "H", "O", "C", "N", "N", "H", "C", "H", "C", "H", "N", "H", "H", "C", "C", "P", "C", "H", "C", "N", "H", "C", "C", "C", "N", "H", "C", "N", "H", "H", "N", "H", "H", "H", "C", "C", "H", "C", "C", "C", "H", "H", "H", "C", "H", "C", "C", "C", "H", "H", "H", "C", "H", "Sr", "N", "C", "H", "C", "H", "C", "H", "C", "N", "H", "C", "N", "C", "H", "H", "C", "H", "C", "C", "H", "H", "C", "S", "C", "H", "C", "C", "C", "C", "N", "C", "C", "H", "N", "O", "C", "C", "O", "H", "C", "C", "H", "H", "C", "H", "C", "C", "H", "H", "C", "C", "H"], "positions_angstrom": [[0.8204, -3.7966, -0.2891], [0.9607, 7.2178, 0.7712], [-5.4506, 0.2253, -1.5841], [-0.2800, -2.7804, -6.1773], [7.9483, 0.3146, -1.2881], [-1.3834, 3.3702, 1.8454], [-2.8924, -0.9151, -1.2760], [-5.2463, -3.7373, -4.5446], [-7.4799, -0.5336, -2.7881], [-3.1575, -4.2330, 1.2037], [0.5133, -4.5284, 2.1181], [-6.5487, -1.0709, -2.9073], [3.8127, 5.4309, 3.7794], [-2.1987, 4.0576, -2.4175], [1.1463, -0.0493, -2.0449], [-1.1930, -1.6532, -1.7788], [4.8482, 4.0949, 5.5852], [6.5751, -0.7928, -0.1659], [-3.2368, -3.0237, -3.3205], [-0.2368, -2.4276, -4.8370], [-5.1719, -2.0842, 2.8660], [0.4573, -0.5674, -6.7889], [4.0548, 1.2149, -0.1686], [5.3117, -0.4722, 0.1830], [0.7165, 0.1546, -7.5511], [-0.7758, -1.9256, -0.7971], [3.4092, 7.7926, 3.8550], [4.3801, 4.2333, 4.3932], [-0.0329, -0.5080, -2.8262], [3.0953, 5.3406, 2.5904], [1.4142, -5.1323, 1.9968], [-4.0374, -3.7669, 2.1681], [0.0702, -1.9591, 2.7200], [-4.3617, -4.4196, 2.9675], [1.0027, 4.0862, -0.0567], [-1.1547, 2.2043, -2.5928], [2.5092, 6.4754, 2.0491], [0.0751, 3.1989, 0.2812], [0.0214, -2.1268, -8.1932], [-4.1602, -2.4682, -3.2060], [1.3994, -2.8744, -1.0589], [-0.5476, -1.3231, 4.9920], [-0.6201, 0.3821, 4.6967], [0.2498, -2.1811, 1.3850], [0.7769, 0.8030, -5.1716], [3.5194, 8.7493, 4.3476], [5.6659, -2.2557, 5.5516], [0.0634, -1.8511, -7.1480], [-1.2723, 0.8575, -2.9513], [-2.3669, -0.5204, -4.1933], [-6.4864, -2.1817, -3.7385], [4.8745, 2.1847, 4.6090], [5.1148, -1.8925, 3.5116], [5.0714, -2.3277, 0.9331], [-2.0498, -3.8054, -0.5520], [4.5265, 6.7062, 5.3406], [-4.2324, -1.3551, -2.3788], [-1.3848, -2.5944, -2.2895], [4.6095, -1.3570, 1.1005], [-4.4993, -2.4595, 2.1065], [-0.2068, -0.7342, 3.0706], [0.7788, -6.4280, -2.4217], [2.3077, 6.4635, -0.0997], [0.4714, -4.1236, 3.1225], [5.3988, -1.5078, 4.8173], [5.5943, 0.1422, 6.1878], [-0.6681, 0.1313, -0.4670], [-0.1021, 5.0078, 1.5995], [2.6783, 7.7006, 2.6796], [-7.3717, -2.5097, -4.2661], [-3.2089, -2.0896, 0.0990], [5.1812, -2.9377, 3.2339], [4.9920, 0.7774, 4.2311], [1.7589, 3.9650, -0.8151], [-4.0919, -1.6288, 1.0767], [-0.3340, -0.5357, 4.4041], [-4.2133, 1.0307, -4.6547], [-2.2458, 3.0410, -2.7855], [5.1637, 2.7526, 5.7272], [6.9631, 0.2560, -0.8559], [0.0843, -5.8186, -0.1221], [2.2099, 8.5862, 2.2662], [-3.3688, 2.6108, -3.4660], [2.9479, 4.3730, 2.1268], [0.5709, -5.0909, -0.7567], [0.1706, -1.1455, -4.4755], [-4.2071, 3.2814, -3.6009], [-2.7904, -5.2501, 1.2492], [5.0100, 0.7365, -0.3083], [-0.3904, 0.6765, 2.0712], [5.3651, -0.1726, 5.1793], [-0.3474, -5.1890, 1.9808], [1.6077, -4.4823, -2.8190], [4.7191, 0.3891, 2.9268], [3.9680, 6.6596, 4.4160], [0.4992, -0.2053, -5.4552], [6.0342, 1.2335, -0.9743], [-5.4189, -0.6476, -2.2248], [4.8079, -0.9420, 2.5470], [-0.5848, -3.7783, -6.4624], [0.9092, 5.1679, 0.7239], [4.3731, 3.0666, 3.7028], [-0.5675, 3.8219, 1.3070], [-2.3562, 0.4705, -3.7528], [-2.8895, 0.4416, -0.6304], [4.4526, 1.1476, 2.2067], [1.7925, -3.2174, -2.2808], [0.4883, -3.4171, 1.1085], [1.9722, -4.7150, -3.8103], [2.2882, -2.4372, -2.8506], [1.6795, 6.4013, 0.7900], [-4.4387, -0.6034, 1.0432], [0.9612, -5.4314, -2.0407], [-2.7426, -3.4001, 0.1752], [-0.2387, 2.5923, -2.1648], [-0.5038, -3.1559, -4.0828], [-3.3926, 1.3422, -4.0222], [-5.2937, -2.8758, -3.8922], [3.5526, -1.4234, 0.8322]]}

Entry 2:
{"formula": "C53H49AsCeClN7P2", "method": "wB97M-V/def2-TZVPD", "energy_ev": -171044.86616, "e_lumo_ev": [-6.7494, -6.7399], "gap_ev": [5.55, 5.56], "e_above_lowest_kcal_mol": 0.0, "max_force_ev_per_a": 1.0, "homo_energy_ev": [-12.30, -12.30], "charge": 2, "elements": ["Cl", "C", "H", "C", "H", "N", "H", "P", "C", "C", "H", "C", "H", "H", "C", "C", "C", "H", "C", "C", "H", "C", "H", "C", "C", "H", "H", "C", "H", "C", "H", "C", "H", "H", "H", "C", "H", "H", "C", "H", "H", "C", "C", "C", "H", "H", "H", "H", "H", "H", "P", "H", "C", "H", "H", "C", "C", "C", "H", "H", "C", "C", "C", "Ce", "C", "C", "As", "H", "C", "H", "N", "H", "C", "C", "H", "N", "C", "C", "C", "C", "H", "C", "C", "C", "C", "H", "H", "H", "C", "C", "N", "H", "N", "H", "H", "C", "H", "C", "C", "H", "C", "C", "C", "H", "H", "H", "N", "H", "N", "C", "C", "C", "H", "C"], "positions_angstrom": [[3.4531, -2.8088, -0.7707], [-0.7207, -6.4024, 0.8343], [0.3571, -2.4485, 3.3525], [2.4341, -0.8494, -4.5420], [1.0249, 2.5518, -0.3117], [2.6402, -2.0436, 2.2119], [-2.0791, 0.3233, -3.9569], [2.5345, 0.7151, 2.9849], [-1.1301, 5.0244, -2.5531], [-0.8319, -4.6414, -0.9106], [1.9734, -1.5040, -2.5592], [-2.5472, -0.3318, -3.2444], [4.9784, -1.4737, 5.7304], [0.6436, -5.5000, 6.3600], [2.9130, 1.0122, 1.2230], [-2.0212, -5.0574, -2.9478], [-1.8852, 5.1079, 2.6567], [1.0881, 2.7026, -2.0519], [0.4126, 2.7857, -1.1907], [-3.8122, -0.8360, -3.5039], [-4.5530, 3.8861, 0.9841], [0.4649, -5.2336, 5.3206], [-3.8790, 4.7217, 3.2470], [-3.7828, -2.0425, -1.4290], [3.8791, 3.3429, 1.5112], [-1.5803, 4.2211, -5.8010], [-0.3783, 1.7540, -4.1184], [1.7030, -0.8127, -3.3609], [-3.8101, 6.9300, -3.3469], [-1.3128, -4.0525, -3.5523], [3.1548, 0.2630, -1.8424], [0.7457, 0.5277, 2.7506], [4.2242, 2.7065, -1.1633], [-0.0469, 3.8118, -3.9452], [3.0631, 4.0591, 1.4087], [-1.3633, 1.0173, 2.9559], [0.7788, -3.1296, 5.6619], [-1.6277, 5.5024, 3.6435], [-2.1655, 5.9434, -2.4123], [-2.9089, 3.8392, -0.8181], [-2.3470, 6.4428, -1.4650], [-3.0047, 6.2159, -3.4673], [0.4131, 1.0160, -4.2151], [-0.4896, -6.7873, 2.1120], [4.0232, 3.1290, 2.5681], [4.7969, 3.7566, 1.1061], [0.0427, 5.4968, 1.8020], [-3.4849, 5.7847, -5.5213], [5.1440, -0.0170, 4.7324], [-0.0164, -7.2163, 4.6793], [-0.3073, 0.0624, -1.6615], [-1.4435, 2.1502, -2.0887], [0.0136, -4.4778, 2.6373], [0.0247, 3.4179, 3.7112], [-4.3277, -0.5548, -4.4080], [-1.9188, -0.6711, -2.0594], [4.0345, -2.8400, 3.7534], [-0.9526, 5.1020, 1.6318], [-0.4994, 2.4659, 5.1283], [3.2398, -1.5473, -4.6709], [-4.4207, -1.6966, -2.6140], [0.6833, 0.1086, -3.1918], [-3.1772, 4.6672, 2.4320], [1.2094, -2.0936, 0.0967], [0.3147, -3.5024, 3.6161], [4.4468, -0.7670, 5.1067], [0.0618, 4.7123, -1.0397], [-2.3576, -6.1588, -1.1590], [3.3006, -3.1557, 2.6587], [0.0977, -2.5069, -3.3656], [2.6531, 0.1669, 0.2135], [1.1980, 2.4174, 4.6279], [-1.7558, 4.7022, -4.8504], [-1.7731, -5.3885, -1.6358], [3.2194, -4.0801, 2.1324], [3.5524, 2.1306, 0.7794], [-0.1545, -3.5494, -1.4762], [0.1096, -6.1849, 4.4072], [-2.5298, -1.5164, -1.1498], [3.1837, 0.7501, -0.8919], [-2.7375, -5.6191, -3.5289], [-2.8213, 5.5804, -4.6837], [-0.7395, 1.8117, -1.3160], [-2.6037, 4.1872, 0.1632], [2.9951, -1.0614, 3.0515], [-2.2570, 1.5104, 3.2940], [-1.3361, 1.7840, -0.3918], [-2.0066, -1.8056, -0.2472], [0.5540, -3.8895, 4.9116], [3.7310, 1.9647, -0.5589], [3.8399, -1.5128, 4.0016], [-1.4860, -3.8293, -4.5980], [-0.1156, -4.1144, 1.3130], [4.6731, -3.4374, 4.3848], [2.7332, 0.0736, -6.4815], [2.1641, 0.0681, -5.5581], [-5.4100, -2.0769, -2.8259], [-0.9166, 4.4390, -3.7831], [0.1724, 2.4874, 4.2758], [0.9138, 1.6995, -6.1595], [-0.3992, -3.3029, -2.8247], [-0.1293, -5.8108, 3.0630], [-1.2265, -0.0171, 2.0783], [-0.5779, -7.8272, 2.4150], [-0.9921, -7.1293, 0.0862], [-4.2676, -2.7314, -0.7441], [-0.1211, 1.3505, 3.3900], [3.6632, -0.2873, 5.7080], [0.1023, -0.3264, 1.9294], [1.1430, 0.9833, -5.3886], [-3.5435, 4.2024, 1.1857], [-1.3050, 4.6398, 0.3658], [-1.9779, -0.5211, 1.4987], [-0.5481, -5.0468, 0.4686]]}